(1)
Computed, not measured: a molecular structure, C28H36N3O5Se2Te2Y, with ωB97M-V/def2-TZVPD.

Properties
Spin multiplicity: 1
Energy above the lowest of the compared OMol25 structures with the same formula, charge and spin (kJ/mol): 0.0
Charge: 0

Structure (XYZ):
```
77
C28H36N3O5Se2Te2Y (ωB97M-V/def2-TZVPD)
Y 0.30768 -0.02007 0.00709
C 3.00189 2.16638 -1.64472
O 1.64565 2.07197 -1.19888
C 0.93038 3.24964 -1.52756
C -0.36871 3.23987 -0.76736
O -1.06378 2.00397 -0.96213
C -2.00592 2.00364 -2.03521
C -3.21182 1.18754 -1.65095
O -2.82379 -0.15619 -1.54600
C -3.87558 -0.99366 -1.11171
H 3.50143 2.98634 -1.12702
H 3.02641 2.34514 -2.72697
H 3.48661 1.22350 -1.41024
H 0.77122 3.29159 -2.61545
H 1.50652 4.13513 -1.23670
H -1.00011 4.07808 -1.07286
H -0.16175 3.30315 0.29984
H -1.55072 1.59626 -2.94238
H -2.32448 3.03019 -2.23474
H -3.98880 1.31145 -2.41899
H -3.61515 1.54734 -0.69453
H -4.23719 -0.68752 -0.12098
H -3.49332 -2.01164 -1.07748
H -4.71802 -0.95277 -1.81148
O -1.71320 -3.41483 -2.06693
C -1.02554 -2.43705 -1.74993
N -0.62874 -2.09954 -0.52500
C -0.95775 -3.12671 0.43448
C -0.27775 -2.90149 1.75093
C -0.27926 -3.91490 2.70365
C 0.33198 -3.69957 3.92310
C 0.92634 -2.47004 4.15806
C 0.87945 -1.51070 3.16546
N 0.28871 -1.71152 1.97673
C -0.52822 -1.52907 -2.84627
C -0.80757 -1.85123 -4.16559
C -0.29797 -1.05319 -5.17089
C 0.48379 0.03794 -4.82030
C 0.70472 0.29022 -3.47986
N 0.20317 -0.46606 -2.49806
H -0.68308 -4.11457 0.04983
H -2.04501 -3.20026 0.60442
H -0.74785 -4.86195 2.46824
H 0.34951 -4.47902 4.67432
H 1.42587 -2.24779 5.09024
H 1.31189 -0.53299 3.31568
H -1.41021 -2.72843 -4.35071
H -0.49439 -1.28039 -6.21082
H 0.92451 0.68402 -5.56672
H 1.30921 1.12650 -3.16876
Se 2.91592 -1.14940 -0.32290
Te 4.09043 -0.40091 1.76854
Te 3.27904 2.15931 2.03451
Se 0.80004 1.82995 2.27687
C -6.97307 1.36973 5.07278
C -5.80484 0.93168 4.23652
C -5.54854 -0.41565 4.01751
C -4.46909 -0.83257 3.25439
C -4.24462 -2.31317 3.06302
C -3.62781 0.14150 2.68121
C -2.50117 -0.33350 1.89199
O -1.76554 0.36852 1.21219
C -3.86821 1.51764 2.89236
C -2.97930 2.59692 2.34272
C -4.95602 1.87773 3.67047
H -7.51974 0.51725 5.47206
H -7.66466 1.97281 4.48210
H -6.63890 1.98482 5.90956
H -6.20326 -1.15912 4.45727
H -5.02503 -2.87354 3.57436
H -3.28356 -2.63365 3.47101
H -4.26654 -2.60071 2.01012
H -2.31379 -1.41149 1.92176
H -2.94279 2.57561 1.25350
H -1.94835 2.47236 2.67921
H -3.33705 3.57281 2.66862
H -5.14409 2.93070 3.84862
```



(2)
Computed, not measured: a molecular structure, C22H26BrIrN5OS in a non-equilibrium geometry, with ωB97M-V/def2-TZVPD.

Properties
Spin multiplicity: 6
Energy above the lowest of the compared OMol25 structures with the same formula, charge and spin (kJ/mol): 198.9
Charge: +2

Structure (XYZ):
```
57
C22H26BrIrN5OS (ωB97M-V/def2-TZVPD)
Ir 0.10784 -0.80249 0.16345
Br 5.56839 -2.28960 -4.62289
C 4.53233 -1.87417 -3.13399
C 5.17316 -1.48818 -1.98531
C 4.45841 -1.12973 -0.84155
C 3.05716 -1.34380 -0.86424
C 2.42627 -1.79939 -2.01477
C 3.16756 -2.04066 -3.17302
N 2.18458 -1.09706 0.24525
C 2.58601 -1.31569 1.46277
C 1.59839 -1.27010 2.56618
C 1.83520 -1.73219 3.89045
C 0.76314 -1.71927 4.81052
C -0.47296 -1.13155 4.37048
C -0.64800 -0.81270 3.06535
N 0.32253 -1.00340 2.15846
H 6.24320 -1.55511 -1.90606
H 5.02391 -0.63258 0.02222
H 1.36478 -1.95588 -2.01116
H 2.73673 -2.47905 -4.04151
H 3.61090 -1.42901 1.89582
H 2.80062 -2.10515 4.13470
H 0.88074 -2.03912 5.83245
H -1.20860 -0.87653 5.14119
H -1.49274 -0.31398 2.65122
C -3.38980 2.47910 -2.78967
C -3.24809 0.98941 -3.06676
N -2.59366 0.37175 -1.88035
C -2.95809 -0.66867 -1.10998
S -1.67975 -1.74735 -0.37476
N -4.22368 -0.87005 -0.69464
C -5.24938 0.14965 -0.48386
C -5.92685 -0.07644 0.83268
H -3.86021 2.93393 -3.64546
H -2.46651 2.80764 -2.46812
H -4.03159 2.64398 -1.93280
H -2.58625 0.85563 -3.93894
H -4.22817 0.49604 -3.24852
H -1.51922 0.45393 -1.89446
H -4.29800 -1.72751 -0.14249
H -6.11406 0.00289 -1.20559
H -4.92527 1.20640 -0.68771
H -6.16472 -1.16637 0.89183
H -6.81043 0.53556 0.96724
H -5.20862 0.10217 1.65343
O 0.55717 0.67286 -1.00219
N 1.32904 1.58722 -0.23539
C 2.57415 1.92909 -0.61939
C 3.42339 2.36702 0.36844
C 2.98655 2.55274 1.67428
C 1.58007 2.67806 1.84573
C 0.71635 2.11748 0.89597
H 2.80832 1.88468 -1.69014
H 4.49349 2.60173 0.11669
H 3.68883 2.73311 2.48646
H 1.10088 3.12863 2.70271
H -0.39545 2.21206 0.85975
```



(3)
Computed, not measured: C2F2N2O2 in the gas phase in a non-equilibrium geometry, with ωB97M-V/def2-TZVPD.

Properties
Spin multiplicity: 1
Energy above the lowest of the compared OMol25 structures with the same formula, charge and spin (kJ/mol): 176.3
Charge: 0
SMILES string: N#CC(F)(F)[N+](=O)[O-]

Structure (XYZ):
```
8
C2F2N2O2 (ωB97M-V/def2-TZVPD)
N -2.03912 1.28561 -0.14484
C -0.95758 0.96884 -0.28287
C 0.34692 0.39247 -0.39818
F 0.76684 -0.07399 -1.55083
F 1.38256 1.09723 0.11645
N 0.38528 -1.05282 0.55439
O -0.12522 -2.02419 0.10590
O 0.98247 -0.83329 1.56288
```



(4)
Computed, not measured: C6H13NO in the gas phase in a non-equilibrium geometry, with ωB97M-V/def2-TZVPD.

Properties
Spin multiplicity: 1
Energy above the lowest of the compared OMol25 structures with the same formula, charge and spin (kJ/mol): 35.8
Charge: 0
SMILES string: CCNC(=O)C(C)C

Structure (XYZ):
```
21
C6H13NO (ωB97M-V/def2-TZVPD)
C 2.83001 -1.42663 -0.45513
C 2.35595 -0.05267 -0.00804
N 0.97276 -0.14180 0.49578
C -0.04020 0.54469 -0.13395
O 0.19641 1.36358 -1.00009
C -1.42720 0.19179 0.30403
C -2.03181 1.38681 1.17163
C -2.30565 -0.09950 -0.91035
H 2.04906 -1.91148 -1.04319
H 3.13630 -2.05734 0.37850
H 3.68889 -1.38655 -1.12950
H 2.93127 0.34853 0.82237
H 2.33784 0.65060 -0.83362
H 0.76103 -1.02060 0.91724
H -1.44503 -0.68251 0.95861
H -2.34797 1.02990 2.14127
H -2.90051 1.71247 0.60958
H -1.27009 2.15159 1.25628
H -1.95297 -1.05018 -1.32310
H -2.20208 0.72006 -1.61524
H -3.33602 -0.27075 -0.60306
```



(5)
Computed, not measured: a molecular structure, C13H30N2O12P2STeTi, with ωB97M-V/def2-TZVPD.

Properties
Spin multiplicity: 1
Energy above the lowest of the compared OMol25 structures with the same formula, charge and spin (kJ/mol): 165.7
Charge: +2

Structure (XYZ):
```
62
C13H30N2O12P2STeTi (ωB97M-V/def2-TZVPD)
Ti 0.69761 -0.78427 0.25014
O -2.29046 1.58582 1.61960
C -0.97054 1.14712 1.63310
O -0.80537 -0.02820 0.99399
C -0.40270 1.09958 3.07784
O 0.50960 0.06837 3.33618
C 1.87263 0.41259 3.45409
C 2.54246 0.42107 2.09145
O 3.72174 0.18617 1.92964
O 1.68381 0.66843 1.12327
H -2.84734 0.99442 2.14953
H 0.00682 2.07264 3.36021
H -1.27650 0.91494 3.71104
H 2.00708 1.39278 3.92586
H 2.35326 -0.33355 4.08418
C 3.71123 -2.98974 2.11297
C 2.93299 -3.14091 0.82291
O 2.96929 -4.45940 0.37320
P 3.52563 -2.01615 -0.54586
O 4.84148 -1.28498 -0.13647
O 3.90884 -2.84311 -1.80779
O 2.40188 -1.03008 -0.75199
P 0.37534 -3.64945 -0.03877
O 1.14542 -3.60322 -1.44758
O -0.41405 -2.25770 -0.17761
O 1.55343 -2.73342 1.04475
H 4.68994 -3.45498 1.99686
H 3.15094 -3.50654 2.89497
H 3.85462 -1.95784 2.41811
H 3.04737 -5.05238 1.13380
H 4.68115 -0.61037 0.56793
H 4.81770 -2.72443 -2.13115
H 1.54307 -4.45488 -1.68957
C -3.96265 -1.83163 -3.02050
C -3.73181 -0.98090 -1.78607
N -2.31513 -0.61310 -1.61331
C -1.61700 0.40186 -2.07222
S 0.12430 0.45857 -1.78874
N -2.06077 1.41318 -2.81060
C -3.40849 1.74818 -3.30638
C -4.21214 2.55382 -2.30287
H -5.01941 -2.08613 -3.09669
H -3.39559 -2.76090 -2.97258
H -3.66949 -1.31056 -3.93273
H -3.99261 -1.53143 -0.88253
H -4.34078 -0.08368 -1.78370
H -1.75577 -1.30445 -1.12726
H -1.33942 2.06970 -3.06391
H -3.91284 0.83734 -3.61415
H -3.24265 2.32379 -4.21563
H -4.33393 2.02241 -1.35793
H -5.20229 2.76646 -2.70482
H -3.72688 3.50686 -2.09034
C -0.39647 4.33630 1.89818
Te -0.39204 2.95435 0.31307
C 1.64948 3.27765 -0.07025
H -0.29892 5.32722 1.45956
H 0.44875 4.13677 2.55220
H -1.33943 4.26048 2.43349
H 2.20942 3.25473 0.85897
H 1.67915 4.27240 -0.51473
H 2.01703 2.53237 -0.76638
```



| no. | calculated total energy (Eh) |
| --- | --- |
| 1 | -7006.4804 |
| 2 | -4278.6753 |
| 3 | -535.7868 |
| 4 | -366.4203 |
| 5 | -3723.9345 |